No. 1
138
Properties=species:S:1:pos:R:3:forces:R:3 method="wB97M-V/def2-TZVPD" gap_ev=6.503
Bi -0.045 0.286 -0.076 -0.153 -0.054 -0.092
C -1.093 4.883 -0.126 -0.027 -0.007 -0.020
C 0.012 5.591 0.337 0.017 0.017 0.001
C 1.076 4.906 0.881 0.017 -0.016 0.023
C 1.036 3.508 0.941 -0.107 0.005 -0.025
N -0.014 2.834 0.452 0.059 0.105 0.068
C -1.057 3.509 -0.050 0.055 -0.005 -0.015
N 2.048 2.868 1.634 0.049 -0.033 0.018
C 2.524 1.712 1.351 -0.095 0.136 -0.047
N 2.255 0.878 0.274 0.105 -0.041 0.052
C 3.078 -0.223 0.386 -0.046 -0.005 -0.033
N 3.220 -1.217 -0.418 0.013 -0.035 0.058
C 2.518 -1.360 -1.591 -0.099 0.034 -0.028
C 3.176 -2.020 -2.640 -0.001 -0.008 -0.006
C 2.527 -2.237 -3.830 0.052 -0.017 -0.007
C 1.207 -1.816 -3.973 -0.049 0.011 -0.008
C 0.607 -1.188 -2.910 0.058 -0.047 0.044
N 1.242 -0.954 -1.745 0.000 -0.036 -0.019
C 3.883 -0.122 1.623 0.013 0.038 0.029
C 4.810 -0.978 2.187 0.013 0.005 -0.021
C 5.400 -0.575 3.381 0.002 -0.003 0.004
C 5.071 0.646 3.971 0.011 -0.010 0.017
C 4.140 1.499 3.391 -0.028 0.012 -0.001
C 3.553 1.084 2.212 0.026 -0.064 -0.031
H -1.960 5.382 -0.536 0.006 0.003 -0.005
H 0.031 6.672 0.286 0.001 -0.002 0.005
H 1.941 5.414 1.284 -0.005 0.002 0.002
H -1.883 2.900 -0.405 -0.004 -0.006 0.000
H 4.191 -2.346 -2.468 -0.002 0.006 0.008
H 3.035 -2.740 -4.643 -0.001 0.002 0.004
H 0.651 -1.975 -4.886 0.002 0.001 0.005
H -0.422 -0.851 -2.951 0.000 0.021 0.003
H 5.059 -1.917 1.710 -0.001 0.000 0.006
H 6.128 -1.215 3.862 0.000 -0.003 -0.006
H 5.549 0.926 4.901 -0.005 0.006 -0.002
H 3.871 2.445 3.842 0.007 -0.003 0.002
Te -1.457 -3.373 3.897 -0.290 0.124 0.126
C -3.569 -3.133 3.885 0.062 0.017 -0.005
C -4.427 -4.205 3.693 0.023 -0.041 -0.024
C -5.794 -3.965 3.616 -0.007 0.042 0.009
N -6.343 -2.757 3.716 0.013 -0.017 -0.001
C -5.508 -1.735 3.908 0.014 -0.024 -0.006
C -4.133 -1.869 4.000 -0.006 0.023 0.010
C -1.079 -1.800 2.604 0.323 -0.305 -0.313
P -0.118 -0.363 2.864 -0.419 0.770 0.113
C 0.601 -0.386 4.534 0.208 -0.313 -0.079
C 1.907 -0.841 4.703 -0.022 0.000 0.006
C 2.451 -0.960 5.975 -0.006 -0.012 -0.024
C 1.692 -0.625 7.086 -0.009 0.004 0.017
C 0.388 -0.175 6.926 0.009 -0.005 -0.013
C -0.157 -0.058 5.657 0.012 0.006 -0.012
C -1.235 1.102 3.015 -0.093 -0.056 0.213
C -0.741 2.326 3.474 0.003 0.005 0.011
C -1.545 3.453 3.477 0.042 -0.018 -0.007
C -2.855 3.382 3.010 -0.015 -0.012 -0.013
C -3.354 2.175 2.548 0.016 0.019 0.004
C -2.547 1.041 2.556 0.058 0.007 -0.073
P -1.117 -2.148 0.905 0.349 -0.253 -0.247
C -2.702 -2.885 0.420 -0.045 -0.020 0.056
C -3.841 -2.080 0.421 -0.010 0.001 0.008
C -5.091 -2.629 0.185 0.022 0.019 0.011
C -5.215 -3.987 -0.072 -0.002 -0.021 -0.008
C -4.087 -4.794 -0.087 0.003 -0.001 0.002
C -2.835 -4.249 0.163 -0.037 0.038 0.080
C 0.141 -3.363 0.370 -0.026 -0.051 0.081
C 1.207 -3.662 1.212 0.002 -0.006 -0.043
C 2.246 -4.473 0.773 -0.006 0.012 0.004
C 2.230 -4.989 -0.512 0.005 -0.003 0.006
C 1.174 -4.686 -1.366 -0.018 0.037 -0.009
C 0.141 -3.874 -0.931 0.016 0.005 0.003
H -4.052 -5.213 3.570 0.006 0.008 -0.001
H -6.478 -4.791 3.452 -0.007 0.000 0.001
H -5.965 -0.754 3.995 -0.005 0.002 -0.005
H -3.510 -0.994 4.141 -0.014 -0.014 0.038
H 2.503 -1.099 3.835 0.009 0.001 0.002
H 3.469 -1.310 6.093 -0.001 0.002 -0.001
H 2.115 -0.716 8.079 -0.001 0.000 -0.003
H -0.209 0.079 7.793 -0.003 0.001 -0.001
H -1.176 0.288 5.537 -0.003 0.000 0.005
H 0.285 2.399 3.818 -0.008 0.000 0.008
H -1.150 4.395 3.839 0.003 -0.002 -0.002
H -3.479 4.266 3.008 0.000 -0.002 -0.003
H -4.372 2.109 2.185 0.004 -0.001 0.006
H -2.937 0.087 2.220 -0.019 0.002 -0.016
H -3.749 -1.017 0.601 -0.019 -0.021 0.004
H -5.969 -1.996 0.202 -0.001 0.002 0.007
H -6.193 -4.415 -0.253 0.003 -0.003 -0.003
H -4.180 -5.856 -0.277 0.002 0.000 -0.002
H -1.967 -4.893 0.183 -0.002 -0.012 0.006
H 1.223 -3.249 2.214 0.004 0.002 0.010
H 3.071 -4.696 1.438 -0.007 -0.004 0.000
H 3.039 -5.622 -0.854 -0.001 0.004 0.000
H 1.161 -5.079 -2.375 0.001 0.000 0.002
H -0.673 -3.630 -1.607 -0.013 -0.015 0.007
C -2.319 -1.350 -5.489 0.006 0.034 0.002
C -3.594 -1.580 -4.687 -0.033 -0.052 0.109
C -3.375 -2.634 -3.602 0.025 0.005 -0.023
C -4.725 -2.000 -5.616 0.014 -0.013 -0.010
O -4.033 -0.364 -4.073 -0.028 0.036 -0.138
Si -3.295 0.881 -3.324 0.160 -0.017 0.088
S -2.352 0.198 -1.567 -0.128 0.035 0.068
O -2.264 1.550 -4.402 -0.065 0.054 -0.032
C -1.426 2.710 -4.372 0.041 -0.056 0.011
C -2.107 3.859 -3.639 -0.008 -0.008 -0.019
C -1.189 3.083 -5.828 0.021 -0.001 0.004
C -0.109 2.344 -3.694 -0.012 0.017 -0.006
O -4.456 1.980 -2.995 -0.016 -0.010 0.014
C -5.556 1.973 -2.072 0.075 0.008 0.008
C -6.110 0.565 -1.890 -0.013 0.002 0.014
C -6.608 2.886 -2.683 -0.022 0.003 -0.012
C -5.069 2.532 -0.739 -0.012 0.004 -0.017
H -2.026 -2.273 -5.995 0.004 0.006 0.010
H -1.504 -1.029 -4.838 -0.003 -0.007 0.001
H -2.472 -0.569 -6.233 0.000 0.000 0.000
H -2.931 -3.537 -4.031 -0.040 -0.004 -0.001
H -4.323 -2.902 -3.132 0.011 0.025 0.029
H -2.715 -2.245 -2.824 0.023 -0.028 -0.018
H -4.487 -2.945 -6.109 -0.001 0.001 0.005
H -4.888 -1.236 -6.377 -0.003 -0.005 -0.001
H -5.645 -2.126 -5.045 -0.001 0.006 -0.005
H -3.063 4.094 -4.107 0.004 0.005 0.004
H -1.467 4.743 -3.661 -0.004 0.000 0.008
H -2.299 3.592 -2.600 -0.005 0.006 0.019
H -2.136 3.329 -6.309 0.006 -0.004 -0.005
H -0.737 2.244 -6.359 -0.005 0.003 -0.003
H -0.521 3.944 -5.903 -0.005 -0.002 0.003
H -0.300 1.990 -2.679 0.012 0.040 -0.016
H 0.555 3.210 -3.643 0.002 -0.012 -0.009
H 0.394 1.549 -4.250 -0.006 0.002 0.016
H -6.406 0.144 -2.851 0.001 -0.003 -0.001
H -6.983 0.595 -1.233 0.018 -0.005 0.002
H -5.360 -0.092 -1.443 0.004 0.002 -0.014
H -6.928 2.492 -3.648 -0.003 0.006 0.003
H -6.193 3.883 -2.837 -0.003 -0.004 -0.004
H -7.477 2.965 -2.028 0.005 0.000 -0.002
H -4.283 1.897 -0.329 -0.007 -0.003 0.004
H -5.894 2.584 -0.024 0.009 0.002 -0.005
H -4.669 3.540 -0.877 0.002 -0.001 -0.006

---

No. 2
159
Properties=species:S:1:pos:R:3:forces:R:3 method="wB97M-V/def2-TZVPD" gap_ev=7.028
C 1.748 -2.785 7.358 0.051 -0.401 -0.109
C 1.082 -3.849 6.492 0.249 0.502 0.604
C -0.158 -3.327 5.828 -0.303 -0.668 -0.009
C -0.788 -4.312 4.855 0.301 1.011 0.177
C -1.597 -3.607 3.797 0.456 -0.820 -0.180
C -1.982 -4.523 2.645 -0.050 0.415 0.247
C -3.313 -4.175 2.054 0.017 -0.177 -0.387
C -3.438 -2.736 1.633 -0.376 -0.545 0.069
C -4.817 -2.440 1.127 -0.005 0.086 -0.123
C -4.988 -1.016 0.671 0.122 -0.378 -0.064
C -4.732 -0.059 1.787 0.148 0.651 0.228
C -5.399 1.285 1.669 -0.399 -0.287 -0.353
C -5.197 2.076 0.409 0.622 0.480 0.060
C -3.784 2.457 -0.009 -0.719 -0.339 0.046
C -2.847 2.986 1.045 -0.243 0.119 -0.344
C -1.509 3.163 0.432 -1.048 -0.813 0.951
C -1.012 4.380 0.259 -0.132 0.924 0.075
C 0.204 4.573 -0.364 0.055 1.592 0.098
C 0.644 5.971 -0.482 -0.126 0.558 -0.044
O -0.111 6.896 -0.319 0.283 -0.222 0.001
C 2.120 6.346 -0.835 -0.569 0.196 0.353
F 2.644 5.554 -1.767 0.565 -0.860 -0.662
F 2.076 7.560 -1.362 -0.034 1.154 -0.413
C 3.068 6.479 0.370 -1.178 -0.756 0.426
F 4.148 7.131 0.022 1.219 0.333 -0.739
F 2.419 7.248 1.256 -0.390 0.676 0.687
C 3.457 5.186 1.137 0.200 0.651 0.331
F 3.448 4.094 0.369 -0.208 -0.742 -0.609
F 4.707 5.350 1.543 1.116 0.157 0.321
C 2.579 4.913 2.368 -1.237 -0.083 -0.062
O 1.386 4.961 2.322 0.539 -0.056 -0.089
O 3.287 4.608 3.469 0.378 -0.015 0.026
C 0.891 3.533 -0.815 1.501 -0.046 -0.882
C 0.431 2.252 -0.633 0.600 -0.630 -0.426
N 1.179 1.225 -1.097 0.463 0.713 -0.242
C 0.718 0.044 -0.876 0.918 -0.663 -0.573
C 1.500 -1.125 -1.355 -0.220 0.408 0.373
C 2.553 -1.571 -0.356 -0.083 0.412 -0.186
C 3.380 -0.453 0.212 -0.052 0.505 -0.266
C 4.152 0.346 -0.828 0.694 -0.477 0.194
N 5.551 -0.078 -0.978 -0.230 0.347 -0.711
C -0.484 -0.156 -0.222 -0.797 -0.258 0.448
N -1.228 0.803 0.198 -0.844 0.236 0.712
C -0.767 2.059 0.005 -0.513 -0.806 0.166
H 1.998 -3.170 8.325 0.104 -0.181 0.693
H 2.670 -2.456 6.928 0.598 0.409 -0.367
H 1.111 -1.935 7.488 -0.400 0.602 0.146
H 0.855 -4.683 7.131 -0.244 -0.674 0.089
H 1.791 -4.177 5.754 0.290 -0.375 -0.488
H 0.084 -2.405 5.336 0.117 0.651 -0.440
H -0.889 -3.102 6.588 -0.309 0.366 0.407
H -1.414 -4.970 5.426 -0.237 -0.841 0.117
H 0.014 -4.838 4.368 0.298 -0.667 -0.220
H -0.956 -2.839 3.417 0.148 0.912 -0.286
H -2.463 -3.162 4.244 -0.609 0.417 0.265
H -1.254 -4.461 1.854 0.610 0.005 -0.302
H -1.971 -5.540 2.984 -0.103 -0.748 0.148
H -3.465 -4.760 1.164 -0.141 -0.587 -0.490
H -4.099 -4.466 2.726 -0.597 0.018 0.536
H -3.268 -2.089 2.473 0.483 0.451 0.303
H -2.718 -2.563 0.847 0.552 0.414 -0.270
H -5.104 -3.104 0.330 0.005 -0.517 -0.488
H -5.488 -2.649 1.942 -0.624 -0.050 0.446
H -4.277 -0.824 -0.117 0.136 0.133 -0.630
H -5.985 -0.923 0.280 -0.580 0.339 -0.314
H -3.673 0.089 1.905 0.662 -0.019 0.068
H -5.088 -0.491 2.704 -0.140 -0.338 0.659
H -5.163 1.875 2.531 0.277 0.500 0.610
H -6.460 1.110 1.719 -0.706 -0.058 0.194
H -5.757 2.990 0.523 -0.431 0.505 0.051
H -5.615 1.568 -0.437 -0.501 -0.432 -0.484
H -3.343 1.622 -0.518 0.340 -0.508 -0.178
H -3.906 3.230 -0.745 0.121 0.451 -0.625
H -2.827 2.371 1.923 0.109 -0.501 0.476
H -3.185 3.967 1.324 -0.274 0.487 0.479
H -1.528 5.242 0.590 -0.553 0.675 0.341
H 3.342 3.654 3.577 -0.058 -0.257 0.264
H 1.803 3.669 -1.327 0.759 -0.127 -0.437
H 1.942 -0.811 -2.273 0.347 -0.086 -0.833
H 0.793 -1.915 -1.520 -0.160 -0.676 -0.386
H 3.221 -2.246 -0.858 0.209 -0.794 -0.146
H 2.039 -2.052 0.452 -0.100 -0.678 0.520
H 4.097 -0.861 0.890 0.532 -0.367 0.677
H 2.760 0.207 0.789 -0.423 0.389 0.349
H 4.127 1.388 -0.588 0.052 0.708 0.051
H 3.704 0.230 -1.793 -0.382 0.127 -0.580
H 5.551 -1.077 -1.097 0.370 -0.336 0.143
H 6.110 0.181 -0.184 0.116 -0.146 0.289
H -0.836 -1.149 -0.068 -0.292 -0.780 0.143
C 0.026 5.080 6.021 0.032 -0.022 -0.038
C 1.420 4.823 6.152 -0.037 -0.020 -0.023
C 1.656 4.527 7.468 -0.037 0.004 0.050
N 0.463 4.597 8.135 0.019 -0.023 -0.062
C -0.535 4.931 7.260 0.020 0.004 0.047
H -0.499 5.342 5.119 0.002 0.005 -0.034
H 2.155 4.854 5.366 -0.091 0.063 0.145
H 2.565 4.274 7.984 0.032 0.010 0.009
H 0.339 4.432 9.115 -0.008 -0.013 0.060
H -1.553 5.033 7.593 -0.029 0.016 -0.002
C 5.838 1.600 -6.093 -0.009 -0.063 -0.039
C 7.255 1.487 -6.112 -0.030 0.027 0.000
C 7.638 0.999 -4.890 -0.028 0.001 0.054
N 6.513 0.818 -4.136 0.059 -0.122 0.063
C 5.412 1.177 -4.860 0.009 0.025 0.060
H 5.206 1.948 -6.892 -0.008 -0.071 -0.064
H 7.914 1.734 -6.927 0.010 -0.005 -0.030
H 8.611 0.767 -4.495 0.040 0.006 -0.011
H 6.493 0.472 -3.188 -0.114 0.085 0.145
H 4.425 1.102 -4.439 -0.033 0.001 -0.003
C -9.900 2.024 -2.708 0.035 -0.038 -0.050
C -8.817 1.933 -3.626 -0.060 -0.030 0.030
C -7.789 2.679 -3.118 0.030 0.049 0.036
N -8.208 3.218 -1.933 -0.013 -0.053 -0.017
C -9.491 2.821 -1.674 0.035 0.050 0.023
H -10.865 1.556 -2.798 -0.027 -0.015 -0.004
H -8.797 1.384 -4.551 -0.002 -0.016 -0.027
H -6.800 2.872 -3.496 0.021 0.006 -0.026
H -7.658 3.813 -1.344 0.041 0.019 0.045
H -10.000 3.138 -0.782 -0.029 0.009 0.016
C -2.003 -7.522 -0.756 -0.019 0.077 -0.006
C -1.269 -6.314 -0.598 -0.053 -0.013 -0.046
C -0.116 -6.623 0.070 0.044 -0.051 0.035
N -0.127 -7.967 0.324 -0.031 0.026 -0.050
C -1.271 -8.523 -0.179 0.036 -0.008 0.060
H -2.957 -7.641 -1.240 -0.021 -0.004 -0.029
H -1.557 -5.333 -0.937 -0.010 0.024 -0.009
H 0.707 -6.006 0.387 0.005 0.031 0.014
H 0.594 -8.468 0.806 0.047 -0.032 0.029
H -1.464 -9.576 -0.082 -0.022 -0.027 0.001
C 5.000 6.587 -7.567 0.045 -0.001 -0.031
C 6.361 6.248 -7.802 -0.050 0.025 -0.009
C 6.626 5.109 -7.089 0.021 -0.021 0.026
N 5.484 4.749 -6.433 -0.085 0.115 0.020
C 4.488 5.640 -6.720 0.021 -0.021 0.050
H 4.461 7.425 -7.974 -0.015 0.020 -0.016
H 7.062 6.779 -8.423 0.017 0.015 -0.020
H 7.525 4.527 -6.991 0.029 -0.010 0.012
H 5.395 3.948 -5.832 0.067 -0.047 -0.014
H 3.505 5.526 -6.299 -0.029 0.019 0.013
C -7.314 -6.456 3.291 0.074 -0.065 0.017
C -6.407 -7.524 3.037 -0.025 0.052 0.044
C -5.966 -7.386 1.750 -0.012 0.023 -0.049
N -6.571 -6.283 1.215 0.016 -0.020 0.066
C -7.391 -5.709 2.148 0.004 0.053 -0.075
H -7.844 -6.260 4.207 -0.017 0.002 0.026
H -6.114 -8.300 3.723 0.008 -0.022 0.021
H -5.276 -7.976 1.171 0.033 -0.017 -0.002
H -6.435 -5.944 0.282 0.023 0.035 -0.048
H -7.954 -4.821 1.919 -0.028 0.019 0.005
C 7.203 -3.232 -8.265 0.023 0.068 0.017
C 7.291 -2.065 -7.455 0.037 -0.050 -0.095
C 6.859 -2.404 -6.203 -0.049 -0.052 0.065
N 6.510 -3.729 -6.226 0.052 0.034 -0.041
C 6.721 -4.241 -7.478 -0.042 -0.005 0.055
H 7.465 -3.318 -9.305 0.009 -0.001 -0.030
H 7.631 -1.090 -7.756 -0.004 0.041 0.004
H 6.769 -1.819 -5.304 -0.015 0.065 -0.014
H 6.155 -4.245 -5.445 -0.019 -0.042 0.051
H 6.510 -5.272 -7.698 -0.008 -0.024 -0.020